Here is an isolated molecule of H3NO2S2 in a non-equilibrium geometry from OMol25. Energies are from ωB97M-V/def2-TZVPD.

2S+1   1
Total energy   -1003.3340 a.u.
HOMO energy   -8.99 eV
LUMO level   0.50 eV
Frontier orbital gap   0.3485 Eh
Energy relative to the best compared isomer or geometry (same formula, charge and spin)   7.8 kcal per mole
Molecular weight   113.2 g mol⁻¹

Geometry (Å):
N1 1.28230 0.48863 -0.44960
O1 -1.29255 -0.23343 -0.51363
O2 -0.28421 1.67666 0.92656
S1 -2.90218 -0.21636 -0.14972
S2 -0.22442 1.26157 -0.40210
H1 1.24248 0.15251 0.48154
H2 1.49261 -0.14935 -1.11461
H3 -2.66631 -0.52963 1.09711

In the Löwdin picture, each atom carries the following charge in e:
1. N -0.12
2. O -0.91
3. O -0.43
4. S 0.72
5. S 0.86
6. H 0.03
7. H 0.01
8. H -0.16

Here is the ion H3NO3P2 with charge -2 in a non-equilibrium geometry from OMol25. Energies are from ωB97M-V/def2-TZVPD.

2S+1   1
Net charge   -2
Total energy   -965.0211 a.u.
HOMO energy   0.59 eV
SMILES   O=P([O-])([O-])NP
LUMO level   7.55 eV
Frontier orbital gap   0.2561 Eh
Energy relative to the best compared isomer or geometry (same formula, charge and spin)   5.4 kcal per mole
Molecular weight   127.0 g mol⁻¹

Geometry (Å):
N1 0.48593 -0.78714 -0.13201
O1 3.14449 -0.86268 -0.89939
O2 2.16678 1.44082 -0.66783
O3 2.43189 -0.00580 1.40682
P1 -0.91548 -0.13938 0.14539
P2 2.28963 0.10456 -0.06138
H1 0.56746 -1.82924 0.08651
H2 -0.37991 1.08289 0.87179
H3 -1.12250 0.55433 -1.12049

In the Löwdin picture, each atom carries the following charge in e:
1. N -0.57
2. O -0.54
3. O -0.47
4. O -0.49
5. P 0.39
6. P -0.04
7. H 0.01
8. H -0.12
9. H -0.18

> Look up the molecular weight of the second one.

127.0 g mol⁻¹